Version i
This record from the OMol25 dataset describes C4H5Cl3O in the gas phase. The level of theory is ωB97M-V with the def2-TZVPD basis set.

Last column: natural (NBO) charge in e.
Geometry (Å):
C -0.846 0.229 -0.345  -0.04
C -2.450 -0.456 0.078  -0.19
C 1.668 0.725 0.256  -0.62
C 0.422 -0.246 0.344  0.00
O 0.958 -1.386 -0.219  -0.70
Cl -0.816 0.679 -1.991  0.04
Cl -3.758 0.167 -0.763  0.09
Cl -2.648 -0.936 1.646  0.10
H 1.450 1.647 0.599  0.21
H 1.864 0.979 -0.805  0.21
H 2.510 0.343 0.804  0.23
H 0.228 -0.619 1.426  0.22
H 1.418 -1.128 -1.030  0.46

## Properties
charge = 0
LUMO (spin up / spin down) = -0.4 / -0.3 eV
2S+1 = 1
SMILES string = C[C@H](O)C(Cl)=C(Cl)Cl
HOMO-LUMO gap (spin up / spin down) = 7.936 / 8.292 eV

---

Version ii
This record from the OMol25 dataset describes a molecular structure, C4H5Cl3O. The level of theory is ωB97M-V with the def2-TZVPD basis set.

Last column: natural (NBO) charge in e.
Geometry (Å):
C -0.110 0.264 -0.409  0.54
C -1.051 -0.388 0.590  -0.73
C 1.203 -0.439 -0.784  -0.32
C 2.695 0.723 -0.180  -0.29
O -0.549 1.277 -0.849  -0.52
Cl 1.447 -1.992 -0.031  0.00
Cl 4.043 -0.264 -0.521  0.04
Cl 2.449 0.963 1.498  0.05
H -1.338 -1.408 0.335  0.24
H -1.961 0.305 0.820  0.25
H -0.474 -0.486 1.614  0.23
H 1.440 -0.596 -1.896  0.26
H 2.696 1.587 -0.929  0.25

## Properties
charge = 0
LUMO = 0.3 eV
2S+1 = 1
HOMO-LUMO gap = 10.041 eV

---

Which is more stable than every other structure shown? version ii is more stable than every other one.